The following is a DFT calculation (ωB97M-V/def2-TZVPD) of C33H65AlF4IO28 as an isolated structure.

The geometry in ORCA input format:
```
! wB97M-V def2-TZVPD RIJCOSX def2/J DEFGRID3
* xyz -1 1
C -0.92402 -3.83248 -1.25748
C -1.58516 -2.41940 -1.01291
C -0.85897 -1.16477 -1.65624
C 0.40189 -1.44220 -2.56435
O 1.58766 -1.18829 -1.77747
Al 3.11988 -1.06359 -2.80703
I 2.83500 0.10143 -5.10373
C 4.48684 0.04695 -1.71137
F 4.82438 1.27105 -2.38011
F 5.67234 -0.68994 -1.42091
C 3.82789 0.45722 -0.31405
F 2.97194 1.56071 -0.43938
F 4.83215 0.70121 0.66697
H -1.35364 -4.59583 -0.53260
H -1.24186 -4.19999 -2.28835
H 0.19825 -3.86142 -1.20396
H -2.66339 -2.42716 -1.36497
H -1.64672 -2.27593 0.11760
H -1.59470 -0.53929 -2.25360
H -0.51977 -0.49334 -0.80174
H 0.41328 -2.42732 -3.11386
H 0.39830 -0.63714 -3.37668
H 3.76176 -2.50786 -2.97405
H 3.23817 -0.42715 0.08346
C -6.51132 -1.05192 -4.01152
O -7.15970 -0.66708 -2.79927
C -6.32114 -0.26279 -1.83570
O -5.12398 -0.20461 -1.91838
O -7.04843 0.06731 -0.76045
C -6.26665 0.51640 0.34602
H -7.28181 -1.35916 -4.71779
H -5.96529 -0.21052 -4.44047
H -5.84301 -1.89722 -3.83939
H -5.70961 1.41730 0.08418
H -5.59009 -0.27040 0.68357
H -6.94942 0.75712 1.16028
C -4.89881 -8.37854 -0.66401
O -3.86810 -9.32386 -0.38538
C -2.64234 -8.78732 -0.30321
O -2.36957 -7.62555 -0.44116
O -1.77425 -9.77244 -0.04028
C -0.41915 -9.33764 0.07397
H -5.84226 -8.92180 -0.70780
H -4.96388 -7.63372 0.13085
H -4.73026 -7.89780 -1.62899
H -0.30940 -8.63012 0.89739
H -0.07634 -8.89434 -0.86210
H 0.19198 -10.21419 0.28655
C 9.42699 6.29723 -1.68377
O 8.36154 5.51844 -1.14722
C 8.31411 4.26070 -1.61237
O 9.07608 3.77604 -2.41220
O 7.28163 3.64527 -1.03668
C 7.10487 2.28182 -1.44208
H 9.36699 7.29021 -1.23911
H 10.39296 5.85933 -1.42553
H 9.32580 6.39536 -2.76611
H 7.97912 1.68465 -1.17277
H 6.91077 2.22081 -2.51178
H 6.24504 1.88891 -0.91297
C 10.77518 2.01641 -3.37180
O 11.42737 0.97260 -4.10542
C 12.76044 1.00753 -4.04397
O 13.42319 1.81541 -3.44439
O 13.23710 -0.01709 -4.76852
C 14.65875 -0.10208 -4.79096
H 9.70353 1.88874 -3.49290
H 11.01376 1.94647 -2.30986
H 11.05312 2.99392 -3.76545
H 15.05173 -0.25551 -3.78436
H 15.09157 0.79318 -5.24093
H 14.92854 -0.96239 -5.40286
C -5.26502 4.80423 3.22928
O -4.65175 3.75059 2.48872
C -3.31310 3.77764 2.50070
O -2.62762 4.59231 3.06818
O -2.87214 2.74578 1.77635
C -1.44750 2.64548 1.69915
H -6.34460 4.68217 3.15002
H -4.98748 4.74669 4.28321
H -4.99616 5.77624 2.81201
H -1.01708 2.50056 2.69178
H -1.02432 3.53012 1.22061
H -1.21009 1.77539 1.08870
C -0.78640 5.27487 4.89876
O -0.10057 4.24305 5.61565
C 0.20822 4.55983 6.87680
O -0.03840 5.60224 7.42751
O 0.84149 3.51207 7.42478
C 1.23296 3.71148 8.78044
H -0.98437 4.90781 3.89265
H -1.73982 5.50618 5.37542
H -0.16452 6.16990 4.82455
H 0.35974 3.88106 9.41299
H 1.93404 4.54388 8.86077
H 1.73305 2.80379 9.11661
C -7.67691 -1.98901 -9.22028
O -7.41519 -0.72118 -9.81838
C -6.62818 0.07767 -9.08522
O -6.15317 -0.18938 -8.01325
O -6.46288 1.22483 -9.75478
C -5.63801 2.17737 -9.08425
H -8.32041 -2.54781 -9.89888
H -6.75031 -2.54834 -9.08144
H -8.19882 -1.86632 -8.26973
H -4.63142 1.78183 -8.94033
H -6.07937 2.46416 -8.12842
H -5.57516 3.06241 -9.71623
C 0.16153 -5.70331 3.92944
O 1.42815 -5.05240 3.98163
C 1.96772 -4.80967 2.77737
O 1.47796 -5.09138 1.71630
O 3.14420 -4.20080 2.96560
C 3.83560 -3.87843 1.75724
H -0.17787 -5.84850 4.95470
H -0.56905 -5.08388 3.40644
H 0.24978 -6.68068 3.45161
H 3.24967 -3.18591 1.15073
H 4.06793 -4.78314 1.19336
H 4.77149 -3.39178 2.02907
C -9.13539 2.82096 7.51312
O -7.80566 3.13911 7.10802
C -6.87001 2.84655 8.02128
O -7.06697 2.35902 9.10342
O -5.67884 3.19168 7.51833
C -4.57810 2.93483 8.38989
H -9.80411 3.09947 6.69946
H -9.23713 1.74975 7.69445
H -9.41424 3.39014 8.40145
H -4.49838 1.86823 8.60569
H -4.67529 3.50882 9.31279
H -3.67060 3.25319 7.87808
*
```

- HOMO level (Ha) = -0.2130
- F_max (Eh/bohr) = 0.04251
- E_tot (eV) = -118176.5862
- LUMO level (eV) = 1.626

These are the Löwdin partial charges, in e, on atoms 1 to 8: -0.1319 -0.2541 -0.1756 -0.3352 -0.3267 -0.0770 0.2617 -0.3878

The following is a DFT calculation (ωB97M-V/def2-TZVPD) of C33H65BF9I2N13O9P as an isolated structure.

The geometry in ORCA input format:
```
! wB97M-V def2-TZVPD RIJCOSX def2/J DEFGRID3
* xyz 1 1
C 5.38280 -1.11655 -0.85276
C 5.14470 0.21218 -1.57134
B 4.54965 1.35354 -0.65793
O 4.43869 2.62843 -1.10111
N 4.13201 1.11649 0.76610
C 5.07697 1.64809 1.74453
N 5.90838 0.60245 2.34097
C 3.04958 0.48764 1.21455
N 2.90118 0.32626 2.54693
C 1.78307 -0.34813 2.72008
C 1.39327 -0.64560 4.10466
I 0.55556 0.98412 5.12460
C 1.59890 -1.85265 4.63231
C 2.23989 -2.97026 3.87377
I 1.09304 -2.31272 6.60615
N 1.21910 -0.61124 1.52702
C -0.00460 -1.31548 1.29255
F 0.12075 -2.15832 0.25397
F -0.30160 -2.10466 2.34675
C -1.19548 -0.33793 1.17293
F -1.17252 0.35248 2.34184
F -1.00952 0.56017 0.21296
C -2.62172 -0.96512 1.04338
F -2.60487 -2.23401 0.61951
F -3.23048 -0.22769 0.09878
C -3.50545 -0.89123 2.32273
F -2.90253 -1.44030 3.38142
F -3.88751 0.37157 2.57012
F -4.61482 -1.61347 2.04909
N 2.01290 -0.04876 0.52090
P 1.78598 0.04364 -1.30652
N 0.26087 -0.54267 -1.66331
O 1.47980 1.62050 -1.39205
H 4.44864 -1.49186 -0.44304
H 6.05538 -0.96569 -0.01794
H 5.83450 -1.84532 -1.50999
H 6.11474 0.57566 -1.91329
H 4.49754 0.11334 -2.43504
H 5.14412 2.82013 -1.72084
H 5.74595 2.30337 1.19681
H 4.57815 2.26993 2.47957
H 5.45638 -0.29058 2.19677
H 5.91432 0.72505 3.34338
H 2.80587 -3.60065 4.54474
H 2.87205 -2.58397 3.08330
H 1.46553 -3.57415 3.41179
H 0.36909 -1.30989 -2.31499
H -0.31261 0.15318 -2.13380
H 1.59831 2.02936 -0.51829
C -3.02275 4.77020 -2.01266
O -3.42899 5.89080 -2.25671
N -3.52948 3.96258 -1.06422
C -2.98948 2.63948 -0.82430
C -4.64547 4.43810 -0.26473
H -2.18388 4.31269 -2.56236
H -3.76268 1.88807 -0.97895
H -2.62874 2.57724 0.20695
H -2.16971 2.44204 -1.50356
H -5.49424 4.67324 -0.90766
H -4.36431 5.34670 0.26864
H -4.93299 3.67162 0.45042
C -2.93808 1.38121 -4.69530
O -2.41703 1.67343 -3.62644
N -4.12786 0.79229 -4.82183
C -4.69920 0.46692 -6.12003
C -4.87433 0.46818 -3.61877
H -2.45253 1.59122 -5.66086
H -5.64847 0.99320 -6.24372
H -4.86532 -0.60493 -6.19142
H -4.02113 0.76815 -6.91369
H -5.07383 1.37648 -3.04814
H -4.29474 -0.20986 -2.99019
H -5.81425 -0.00332 -3.88997
C 4.09507 -4.26270 6.92599
O 4.70455 -3.74524 5.99918
N 4.32354 -5.48488 7.40857
C 3.55033 -6.03646 8.50352
C 5.37801 -6.28711 6.81424
H 3.27131 -3.73284 7.43141
H 4.20834 -6.27388 9.34202
H 3.04706 -6.94443 8.17270
H 2.80454 -5.31637 8.83425
H 6.33380 -5.76960 6.90634
H 5.16898 -6.43563 5.75599
H 5.43576 -7.25038 7.31176
C 2.00610 4.23520 1.00610
O 1.29735 3.23034 0.99504
N 1.59905 5.42594 0.58544
C 2.45690 6.59889 0.61256
C 0.23596 5.54896 0.08104
H 3.04298 4.22530 1.37647
H 2.01046 7.37159 1.23860
H 2.58190 6.98976 -0.39754
H 3.43334 6.33924 1.01461
H -0.47002 5.26370 0.86018
H 0.09782 4.88335 -0.77098
H 0.04834 6.57329 -0.22389
C -4.15772 -3.19869 -8.16274
O -3.93768 -2.36007 -7.30640
N -5.27041 -3.94328 -8.23319
C -5.47629 -4.92828 -9.27898
C -6.30132 -3.75232 -7.22604
H -3.43880 -3.41548 -8.96924
H -6.36796 -4.67998 -9.85666
H -5.60374 -5.91910 -8.83996
H -4.61904 -4.94775 -9.94740
H -6.65662 -2.72164 -7.24644
H -5.89578 -3.95359 -6.23409
H -7.13130 -4.42487 -7.42179
C -1.56600 10.33680 -2.56691
O -0.80555 10.83052 -1.75929
N -2.36364 9.28243 -2.31531
C -3.24954 8.72027 -3.31701
C -2.32567 8.69581 -0.98830
H -1.66163 10.71762 -3.59774
H -4.28481 8.77564 -2.97682
H -2.99491 7.67458 -3.50022
H -3.15603 9.27326 -4.24869
H -2.60250 9.44304 -0.24462
H -1.31277 8.35526 -0.76935
H -3.01393 7.85617 -0.93363
C 2.84576 -8.40567 4.94787
O 2.70728 -7.56193 5.81366
N 2.26163 -8.36019 3.74030
C 2.46121 -9.39658 2.74462
C 1.40224 -7.23126 3.42947
H 3.47840 -9.29703 5.09100
H 2.90410 -8.96974 1.84297
H 1.50601 -9.85667 2.48622
H 3.12648 -10.16373 3.13289
H 1.96940 -6.30174 3.50172
H 0.57708 -7.18222 4.14068
H 1.00808 -7.34007 2.42267
*
```

- HOMO level (Ha) = -0.3685
- F_max (Eh/bohr) = 0.03504
- E_tot (eV) = -123695.2800
- LUMO level (eV) = -2.811
- ΔE to the lowest compared entry with this formula, charge and spin (eV) = 0.749

These are the Löwdin partial charges, in e, on atoms 1 to 8: -0.1034 -0.1588 -0.5892 0.1894 0.1100 -0.2093 0.0553 -0.3213

The following is a DFT calculation (ωB97M-V/def2-TZVPD) of a 8-piece molecular cluster, C33H66ClO12P overall.

The geometry in ORCA input format:
```
! wB97M-V def2-TZVPD RIJCOSX def2/J DEFGRID3
* xyz 0 1
C -0.92849 7.04399 -3.62859
O -0.95096 5.80678 -4.30551
C -1.68702 4.84250 -3.60856
C -1.76497 3.55834 -4.41171
C -2.22436 2.41104 -3.53004
O -1.06496 1.72755 -3.01498
C -0.98712 1.57610 -1.69361
O -1.89283 1.45156 -0.92660
O 0.31392 1.47081 -1.31268
P 1.31954 2.77979 -1.54382
O 1.48528 3.32366 -0.03336
Cl 3.05286 1.71467 -1.66234
H -1.90145 7.54318 -3.69782
H -0.15724 7.65749 -4.08571
H -0.69124 6.90540 -2.56704
H -2.70683 5.20128 -3.39631
H -1.22610 4.64018 -2.62748
H -2.46622 3.68124 -5.23732
H -0.78948 3.33351 -4.84230
H -2.81985 2.78169 -2.69350
H -2.83800 1.69536 -4.07242
H 0.79357 3.99858 0.10305
C -0.73242 -1.09151 0.85710
C -0.41436 -2.04020 -0.29387
C -0.04771 -3.31645 0.44931
O -0.81721 -3.31547 1.65508
C -1.41056 -2.02806 1.84730
H -1.35837 -0.25157 0.56540
H 0.19495 -0.69782 1.28189
H -1.30519 -2.19881 -0.90730
H 0.38778 -1.68911 -0.94198
H 1.01683 -3.32879 0.70988
H -0.27132 -4.21800 -0.12062
H -2.48527 -2.10221 1.64584
H -1.27543 -1.72762 2.88753
C 0.74570 -2.25719 -5.35272
C -0.08427 -1.82041 -4.14804
C -1.10224 -0.89418 -4.80041
O -1.31753 -1.39860 -6.12000
C -0.32357 -2.37644 -6.43154
H 1.28881 -3.18756 -5.19359
H 1.46611 -1.47960 -5.61623
H -0.58154 -2.68436 -3.70180
H 0.49597 -1.32361 -3.37120
H -0.71309 0.12499 -4.86912
H -2.05677 -0.86878 -4.26996
H -0.78474 -3.37005 -6.42107
H 0.05597 -2.18317 -7.43570
C -3.03454 5.21420 1.25134
C -2.00024 5.42202 2.35637
C -0.73628 4.89072 1.70647
O -0.87032 5.15258 0.29728
C -2.22077 5.53593 0.00581
H -3.91181 5.85155 1.34855
H -3.36571 4.17394 1.22973
H -1.88494 6.48387 2.57250
H -2.24418 4.90311 3.28271
H -0.63740 3.80889 1.85452
H 0.16685 5.38251 2.07261
H -2.23636 6.60799 -0.21402
H -2.56127 4.99254 -0.87624
C 2.19089 -8.21229 -1.99175
C 0.89560 -8.27623 -1.18484
C 0.56133 -6.80262 -1.02395
O 1.06822 -6.14246 -2.18863
C 1.91901 -7.03076 -2.91516
H 2.41684 -9.12917 -2.53441
H 3.03225 -7.98967 -1.33178
H 0.12030 -8.77867 -1.77027
H 0.99145 -8.79013 -0.23205
H 1.05001 -6.38306 -0.13823
H -0.51075 -6.61188 -0.94841
H 1.40250 -7.35298 -3.82650
H 2.82305 -6.49257 -3.20388
C 1.69786 8.82680 4.46423
C 0.86231 7.86906 5.31009
C -0.46945 7.89033 4.57215
O -0.16239 8.11126 3.19106
C 1.20839 8.50093 3.06013
H 2.77195 8.68836 4.57603
H 1.45775 9.86121 4.71854
H 1.29530 6.86684 5.28244
H 0.76856 8.17058 6.35208
H -1.10731 8.70853 4.92200
H -1.02081 6.95414 4.66924
H 1.77420 7.66971 2.62514
H 1.26641 9.35019 2.37881
C -1.86028 -9.76038 2.72491
C -1.11802 -8.98089 3.80855
C 0.31900 -9.05835 3.31124
O 0.24712 -9.10128 1.88390
C -1.10253 -9.34049 1.47286
H -2.92245 -9.52735 2.66805
H -1.75369 -10.83446 2.89090
H -1.45754 -7.94337 3.82480
H -1.23837 -9.39541 4.80831
H 0.81517 -9.96703 3.66836
H 0.92017 -8.19756 3.60550
H -1.51168 -8.41328 1.05647
H -1.11039 -10.10188 0.69193
C 2.80786 -0.30741 2.60198
C 2.59053 0.95784 1.77395
C 2.95165 2.04426 2.77587
O 3.95112 1.48545 3.63139
C 4.03257 0.07465 3.42421
H 2.96664 -1.20261 2.00142
H 1.95092 -0.48383 3.25694
H 3.27774 0.98017 0.92760
H 1.57790 1.06220 1.39097
H 2.08315 2.32649 3.38355
H 3.34905 2.94346 2.30424
H 4.95718 -0.15264 2.88204
H 4.07207 -0.42168 4.39487
*
```

- HOMO level (Ha) = -0.3364
- F_max (Eh/bohr) = 0.01212
- E_tot (eV) = -81671.5743
- LUMO level (eV) = 0.593
- SMILES = COCCCOC(=O)OP(O)Cl.C1CCOC1.C1CCOC1.C1CCOC1.C1CCOC1.C1CCOC1.C1CCOC1.C1CCOC1

These are the Löwdin partial charges, in e, on atoms 1 to 8: -0.1000 -0.1702 -0.2704 -0.1234 -0.1431 -0.0158 -0.6491 0.1430

The following is a DFT calculation (ωB97M-V/def2-TZVPD) of C33H66InN3O9 as an isolated structure.

The geometry in ORCA input format:
```
! wB97M-V def2-TZVPD RIJCOSX def2/J DEFGRID3
* xyz 0 1
In -4.11598 3.73331 1.36639
C 0.18150 5.40699 1.19317
C -0.93662 5.83420 0.26057
O -0.68619 6.52972 -0.72043
O -2.15065 5.60315 0.55953
H 0.02574 5.27027 2.26149
H 0.83861 6.27372 1.06972
H 0.58661 4.46603 0.82383
C -2.91737 1.97727 -2.68726
C -3.16241 3.48167 -2.61863
O -3.83559 3.93362 -1.66045
O -2.84323 4.28558 -3.52583
H -1.86871 1.78161 -2.50474
H -3.12112 1.65372 -3.71089
H -3.73501 1.62549 -2.06189
C -0.68731 0.60958 0.10533
C -1.60647 1.51492 0.89916
O -2.84220 1.23850 0.79964
O -1.27111 2.63788 1.34807
H 0.31588 1.03183 0.09931
H -1.12939 0.45600 -0.87612
H -0.56707 -0.40688 0.48718
C 0.07719 3.17778 -3.55699
C 1.59319 2.86855 -3.52538
C 2.15602 2.62082 -4.88799
C 3.66060 2.73551 -5.07645
C 4.11564 4.11858 -4.50112
C 3.65577 4.28719 -3.02315
N 2.24715 4.01773 -2.89784
O 1.59971 4.54379 -1.79048
C 4.49457 3.28605 -2.15934
C 3.97181 5.76033 -2.70802
C 1.75358 1.55362 -2.69787
H -0.19038 4.00507 -4.21443
H -0.20451 3.30923 -2.51651
H -0.52418 2.37270 -3.98495
H 1.59471 1.73541 -5.20498
H 1.75047 3.37796 -5.57619
H 3.91278 2.71943 -6.13477
H 4.12108 1.89621 -4.55176
H 3.84973 4.87731 -5.23497
H 5.20599 4.07188 -4.46437
H 3.86090 2.92076 -1.35031
H 5.04952 2.53875 -2.71939
H 5.27533 3.82049 -1.60653
H 5.02100 5.99255 -2.90233
H 3.36981 6.35439 -3.39518
H 3.83120 6.10452 -1.68257
H 1.74562 1.79210 -1.63220
H 2.70440 1.12753 -3.00838
H 0.86733 0.93217 -2.80952
H 2.06255 4.16681 -1.02012
C -2.11779 -3.70806 0.02541
C -3.45011 -4.03396 -0.70238
C -3.51692 -5.55468 -0.69543
C -4.85459 -6.07227 -1.11329
C -5.94615 -5.58680 -0.23436
C -5.95082 -4.01728 -0.05642
N -4.55045 -3.57173 0.15965
O -4.42977 -2.20056 0.43029
C -6.61697 -3.33609 -1.25743
C -6.57973 -3.78963 1.31763
C -3.38548 -3.42795 -2.10949
H -2.17187 -2.68265 0.39552
H -1.22607 -3.83965 -0.59003
H -1.88420 -4.29394 0.91817
H -2.77922 -5.92368 -1.41624
H -3.21729 -5.91383 0.28943
H -4.85264 -7.16450 -1.03499
H -5.11024 -5.76314 -2.13116
H -6.04832 -6.11862 0.71329
H -6.86957 -5.85991 -0.76003
H -6.17280 -2.34554 -1.36797
H -6.54213 -3.88498 -2.19597
H -7.68629 -3.15723 -1.12006
H -6.61427 -2.78690 1.75356
H -7.60270 -4.15654 1.44446
H -5.98368 -4.32549 2.05989
H -3.36877 -2.33911 -2.06720
H -4.23759 -3.74818 -2.71085
H -2.50289 -3.77057 -2.65222
H -4.31084 -2.10166 1.38069
C 2.47030 0.39183 5.02367
C 2.42878 -1.16279 5.19347
C 1.25955 -1.67226 4.34662
C 1.52167 -1.85668 2.83826
C 2.82715 -2.51770 2.49693
C 4.02795 -1.99037 3.30709
N 3.70731 -1.75581 4.70981
O 4.81027 -1.35391 5.44621
C 5.04504 -3.13609 3.22782
C 4.60989 -0.74914 2.59411
C 2.23460 -1.61242 6.65545
H 3.02917 0.84693 5.84495
H 1.51847 0.91306 4.93881
H 3.06858 0.59172 4.13733
H 0.82323 -2.58333 4.76799
H 0.42078 -0.97623 4.42132
H 1.47534 -0.83136 2.45120
H 0.63993 -2.34241 2.41644
H 3.02459 -2.20391 1.47167
H 2.74701 -3.58152 2.71857
H 4.72990 -4.00028 3.81825
H 5.29478 -3.56649 2.25116
H 6.07544 -2.93633 3.54514
H 5.22789 -0.14747 3.25926
H 5.12480 -1.06146 1.68690
H 3.77831 -0.09873 2.30792
H 1.75118 -0.86589 7.27884
H 3.20242 -1.90675 7.06248
H 1.77220 -2.59951 6.73067
H 4.83316 -1.78300 6.30611
*
```

- HOMO level (Ha) = -0.2913
- F_max (Eh/bohr) = 0.05424
- E_tot (eV) = -63351.0296
- LUMO level (eV) = -5.570

These are the Löwdin partial charges, in e, on atoms 1 to 8: 1.1128 0.0105 -0.6670 0.1568 -0.0471 0.0884 0.0923 0.0624